16
Properties=species:S:1:pos:R:3 method="wB97M-V/def2-TZVPD" lumo_energy_ev="0.0 / 0.0" charge=0 total_energy_ev=-23329.9026 relative_energy_kcal_mol=0.00
C -0.537 1.760 -1.782
C -0.155 -2.726 -0.283
C 0.190 0.603 2.124
O -0.553 0.404 -1.452
O -1.164 -1.839 -0.390
Si -1.105 -0.275 -0.130
I -3.540 0.280 0.159
H -1.176 2.363 -1.059
H -0.746 1.814 -2.916
H 0.411 2.240 -1.742
H 0.228 -2.484 0.840
H 0.647 -2.668 -1.005
H -0.488 -3.810 -0.285
H -0.683 0.692 2.770
H 0.669 -0.392 2.227
H 0.569 1.439 1.608

13
Properties=species:S:1:pos:R:3 method="wB97M-V/def2-TZVPD" lumo_energy_ev="3.4 / 3.3" s_squared=0.753 charge=-1 total_energy_ev=-4744.2707 relative_energy_kcal_mol=25.04 spin_multiplicity=2
C 2.809 0.972 1.663
C 1.726 0.793 0.579
H 3.464 1.798 1.383
H 3.298 0.009 1.757
H 2.336 1.371 2.563
H 2.222 0.464 -0.335
H 1.053 -0.028 0.827
H 1.146 1.664 0.279
C -3.293 -1.156 -1.614
N -3.813 -2.373 -1.704
H -2.865 -0.753 -0.694
H -3.433 -0.400 -2.409
H -4.652 -2.360 -2.295